(1)
{
  "formula": "C14H23N3O2S",
  "method": "ωB97M-V with the def2-TZVPD basis set",
  "e_above_lowest_kj_mol": 1617.16,
  "max_force_ev_per_a": 18.04,
  "total_charge": 0,
  "homo_energy_ev": -8.6,
  "smiles": "C=CCCCCCCCCc1nc(SCC(=O)O)n[nH]1",
  "symbols": ["S", "O", "O", "N", "N", "N", "C", "C", "C", "C", "C", "C", "C", "C", "C", "C", "C", "C", "C", "C", "H", "H", "H", "H", "H", "H", "H", "H", "H", "H", "H", "H", "H", "H", "H", "H", "H", "H", "H", "H", "H", "H", "H"],
  "xyz": [[3.3930, 2.0848, -0.3956], [1.6097, 0.0718, 1.6378], [2.4596, 1.6903, 2.7680], [2.0472, 1.2669, -2.4442], [1.5536, 0.0527, -2.8765], [2.1223, -0.1367, -0.9888], [-2.9327, 0.9229, 1.1848], [0.9230, -2.0126, -1.9032], [-2.5607, 2.1046, 1.0437], [-0.1645, 2.7910, 0.3652], [-0.5638, -2.1955, -2.0852], [2.5816, 0.9598, -1.2831], [1.5559, -0.8963, -1.9935], [-1.8094, -1.6638, 1.6722], [-1.6946, -0.1205, 1.8659], [-1.5247, 2.4142, 0.0933], [2.7219, 0.8717, 2.0699], [-1.2280, -1.4361, -1.0548], [-1.0352, -2.0907, 0.2919], [3.7679, 1.2688, 0.9904], [-0.9439, -0.4981, -1.0446], [-0.7653, -3.1980, -2.3134], [-0.0027, -1.8972, 0.6434], [0.9958, -0.0914, -3.9950], [4.7298, 1.6246, 1.5374], [1.8050, -0.1170, 0.8721], [-1.8790, 2.3826, 2.0369], [-1.8643, 0.1259, 2.7475], [-0.7631, 0.0050, 1.2901], [-0.7141, -1.8465, -3.2218], [-2.9096, 0.1942, 0.2386], [-1.7322, 2.1936, -0.7860], [-2.3248, -1.5727, -1.1199], [-3.7337, 0.5755, 1.6525], [-2.9533, -1.7986, 1.2639], [1.2921, -2.7857, -1.2204], [1.5612, -2.7440, -2.7548], [-1.1864, -3.3027, 0.2614], [-3.3630, 2.8266, 0.9129], [4.1773, 0.1178, 0.6310], [-1.7292, -2.1243, 2.4759], [0.3016, 3.0838, 1.3544], [0.7799, 2.8993, -0.4199]],
  "atomic_forces_ev_per_a": [[0.65, 4.52, -0.93], [-0.64, 3.07, 13.36], [-1.43, 6.72, 8.96], [0.44, 0.72, -4.50], [-3.12, 1.57, -7.33], [-0.13, -10.64, 6.30], [1.79, -17.74, -2.75], [-0.62, -12.74, -2.54], [5.43, 13.96, 3.04], [-0.81, -0.22, -1.47], [1.88, 1.76, -5.17], [-2.34, 2.28, -4.04], [4.99, 11.52, 3.29], [-5.36, 5.87, -11.61], [-0.03, -2.03, -8.97], [8.17, 2.77, 6.35], [-1.83, -3.22, -8.85], [-4.97, -4.90, 2.06], [1.51, -3.08, 4.26], [4.81, -7.81, 3.04], [1.15, 4.94, 0.01], [-0.57, -1.71, 0.96], [0.04, -0.57, -0.49], [2.50, 1.15, 4.67], [-1.96, -0.04, -1.05], [2.90, -4.06, -13.10], [-2.27, 0.07, -1.33], [0.11, 2.30, 8.30], [-0.16, 1.54, 1.32], [-0.39, 0.24, 2.33], [-0.78, 2.06, 0.82], [-1.65, -1.80, -8.40], [0.15, 0.87, -0.80], [-3.75, -0.57, 2.35], [2.02, -0.11, 1.44], [-0.02, 1.19, 1.26], [-2.00, 1.82, 1.09], [0.51, 2.87, -0.35], [-0.26, 0.40, 0.29], [-0.77, 2.91, 0.62], [1.48, -4.84, 6.87], [-1.34, -0.65, -0.76], [-3.28, -0.37, 1.43]]
}

(2)
{
  "formula": "C14H23NO2",
  "method": "ωB97M-V with the def2-TZVPD basis set",
  "e_above_lowest_kj_mol": 1469.09,
  "max_force_ev_per_a": 17.79,
  "total_charge": 0,
  "homo_energy_ev": -7.8,
  "symbols": ["O", "O", "N", "C", "C", "C", "C", "C", "C", "C", "C", "C", "C", "C", "C", "C", "C", "H", "H", "H", "H", "H", "H", "H", "H", "H", "H", "H", "H", "H", "H", "H", "H", "H", "H", "H", "H", "H", "H", "H"],
  "xyz": [[1.3591, -1.7246, 0.0280], [-0.1287, -2.6227, -1.4120], [-1.2340, 1.6219, 2.2904], [-0.9398, -0.5084, -0.7878], [0.4869, 2.3364, 0.7706], [-0.5190, -1.2320, -1.8837], [1.2249, -4.1289, -0.3035], [0.9594, -2.6827, -0.4291], [1.4486, 2.0507, 1.5772], [-1.6453, -1.6452, -2.5805], [-0.2707, 0.9538, 3.1265], [-1.5559, -0.1104, 0.4341], [-0.6362, 2.5822, 1.6551], [0.5917, -0.3805, -2.2681], [-2.1002, 0.5543, 1.5647], [1.2156, 0.6742, 2.4068], [0.1575, 0.9457, -3.0212], [0.5156, 1.6873, -0.1028], [1.0213, -0.0481, 1.5142], [-2.4586, -0.0105, 2.1435], [-1.3754, 3.0656, 0.8586], [-2.2341, -0.7334, -2.8531], [-2.3166, -2.2056, -2.2758], [1.8065, 2.6578, 2.3953], [2.1299, -4.2819, 0.1615], [1.8838, 0.3253, 3.2056], [-0.5151, 0.6773, -3.8833], [1.0810, 1.3569, -3.3633], [1.3164, -4.6446, -1.2030], [-1.2169, -2.0031, -3.7545], [1.3095, -0.1809, -1.6713], [-0.4301, 0.0966, 3.4721], [-2.9151, 1.2401, 1.2814], [0.0363, 1.8629, 3.7978], [0.9372, 3.3913, 0.3359], [-0.6882, 3.3332, 2.4962], [2.6572, 1.7442, 1.0447], [0.7237, -4.5909, 0.7105], [-0.4963, 1.5557, -2.1893], [0.8140, -0.9793, -3.2882]],
  "atomic_forces_ev_per_a": [[2.93, 4.09, 2.91], [2.71, 0.66, 1.09], [-3.61, -9.24, 2.63], [-7.87, 4.99, 15.04], [-1.52, 6.02, -6.49], [2.07, -2.71, 5.06], [-0.88, -0.39, 4.54], [-5.04, -4.14, -4.74], [14.42, -7.38, 7.35], [3.12, 6.37, -11.86], [5.59, 8.68, -2.55], [5.73, -4.15, -11.86], [-4.40, 7.10, -4.93], [-3.80, -1.37, -11.71], [4.80, 11.35, -7.28], [-3.75, 0.70, -2.74], [-2.90, -0.71, 2.67], [-1.27, -0.13, 0.25], [0.61, 0.48, 2.13], [-4.68, -8.12, 8.77], [0.38, -0.65, 1.76], [0.39, -0.37, -0.10], [-5.30, -5.96, 3.70], [-0.47, 1.36, -0.18], [2.97, 0.34, 0.65], [0.18, 0.36, -0.69], [0.70, 0.50, 0.87], [0.24, 0.96, -0.14], [-1.03, -1.08, -1.32], [-1.43, 0.53, 3.20], [4.73, 0.56, 4.22], [-2.62, -6.61, 3.63], [-0.16, -0.53, -0.58], [-0.50, -2.18, 0.14], [-1.94, -1.90, 0.39], [1.91, 0.48, -1.33], [-3.29, 1.14, 0.97], [-0.18, 0.84, -3.15], [1.81, -0.77, -2.39], [1.35, 0.89, 2.08]]
}

(3)
{
  "formula": "C14H23O",
  "method": "ωB97M-V with the def2-TZVPD basis set",
  "max_force_ev_per_a": 5.01,
  "total_charge": 1,
  "homo_energy_ev": -13.8,
  "symbols": ["O", "C", "C", "C", "C", "C", "C", "C", "C", "C", "C", "C", "C", "C", "C", "H", "H", "H", "H", "H", "H", "H", "H", "H", "H", "H", "H", "H", "H", "H", "H", "H", "H", "H", "H", "H", "H", "H"],
  "xyz": [[-0.3149, 0.1373, -0.0031], [-0.6143, -4.1648, 0.0020], [-2.4369, 0.4528, 0.9750], [0.6416, -1.9932, -0.3422], [2.5450, 0.5039, -0.9024], [-2.8140, 2.0527, -1.1475], [-1.3676, -0.4720, 0.5186], [4.9678, 1.1312, -0.6109], [-1.5338, -1.8272, 0.6563], [-4.6685, 1.4118, 0.4273], [3.7775, 0.1662, -0.1811], [-0.5092, -2.7001, 0.0938], [0.8031, -0.6136, -0.3620], [-3.3554, 0.9542, -0.2046], [3.4981, 0.2766, 1.3239], [3.9365, -0.8308, -0.5249], [4.4163, 0.4993, 1.8273], [-2.5090, -2.2410, 1.0847], [-3.0922, -0.1608, 1.5919], [5.8338, 0.8434, 0.1320], [-1.6424, -4.3981, -0.3580], [-3.1364, 1.8210, -2.1400], [5.2247, 1.0547, -1.5980], [4.7840, 2.1247, -0.3259], [-0.5994, -4.6432, 0.9642], [-4.3367, 2.4375, 0.8778], [2.8027, 0.2926, -1.8960], [2.2147, 1.4818, -0.7501], [3.1819, -0.6096, 1.8726], [2.8486, 1.2044, 1.6420], [0.2121, -4.3752, -0.6607], [-5.5681, 1.6336, -0.2054], [-5.0117, 0.6188, 1.1633], [-3.1088, 2.9791, -0.7627], [1.4770, -2.4793, -0.7403], [-2.0864, 1.2606, 1.5534], [-1.7089, 1.8420, -1.0193], [-3.5979, 0.0600, -0.7594]],
  "atomic_forces_ev_per_a": [[2.41, -1.16, -0.25], [-0.97, 0.88, -0.66], [-1.21, -0.70, -1.42], [-0.32, 1.34, 0.09], [-1.74, -1.36, 0.37], [2.29, -3.35, 1.45], [-1.15, 0.47, 0.77], [0.16, -2.40, 4.39], [0.59, -2.04, -0.94], [-0.16, 1.17, 1.34], [-0.61, 0.65, 1.67], [-1.15, 3.18, 1.45], [0.35, 1.17, -0.38], [-1.25, -0.26, -0.01], [-0.06, 1.65, 1.15], [1.05, -0.96, 0.33], [0.83, 0.17, 0.32], [1.66, 0.73, -0.65], [0.05, 0.18, 0.20], [-1.35, 0.27, -1.87], [0.89, -0.08, -0.35], [-0.11, 0.37, -0.63], [0.81, -0.27, -2.43], [-0.67, 1.47, 0.13], [0.58, -0.21, 0.52], [-1.25, -1.83, 0.05], [-1.08, -0.42, -1.88], [-1.08, 1.36, 0.29], [-0.59, -0.14, -0.53], [0.83, -1.85, -0.97], [-0.17, -1.34, -0.12], [1.21, -0.30, 0.00], [0.30, 1.38, -0.42], [-0.15, 1.59, 0.15], [1.08, -1.15, -0.38], [0.69, 1.03, 0.66], [-0.89, 1.18, -0.93], [0.18, -0.43, -0.53]]
}

(4)
{
  "formula": "C14H23O7PS",
  "method": "ωB97M-V with the def2-TZVPD basis set",
  "max_force_ev_per_a": 1.43,
  "total_charge": 0,
  "homo_energy_ev": -9.8,
  "smiles": "CCOP(=O)(CCCC1=C(S)C(=O)OC1=O)OCC.CC(C)=O",
  "symbols": ["S", "P", "O", "O", "O", "O", "O", "O", "O", "C", "C", "C", "C", "C", "C", "C", "C", "C", "C", "C", "C", "C", "C", "H", "H", "H", "H", "H", "H", "H", "H", "H", "H", "H", "H", "H", "H", "H", "H", "H", "H", "H", "H", "H", "H", "H"],
  "xyz": [[2.1194, -2.6807, 0.2202], [-2.6080, 0.1111, 1.5869], [-3.2568, -1.3372, 1.6246], [1.2331, 2.2888, -0.4120], [-3.8945, 1.0305, 1.7169], [3.1339, 1.1242, 0.0319], [-1.5507, 0.3604, 2.5779], [3.8154, -0.2611, 1.7049], [3.3620, -0.3623, -3.7533], [0.0751, -0.4579, -1.3638], [4.7703, 1.1965, -2.6482], [-3.7442, 2.4628, 3.7226], [3.1516, -0.0838, 0.7471], [1.8027, 1.2491, -0.3483], [2.1224, -0.9467, 0.0951], [-2.6371, -2.3533, 2.4439], [-2.7825, -3.6943, 1.7516], [-2.0192, 0.3042, -0.0949], [4.1673, 0.5347, -3.8622], [4.6033, 1.0463, -5.2138], [-1.1069, -0.8838, -0.4585], [1.2852, -0.1354, -0.5630], [-3.6908, 2.3751, 2.2043], [4.3683, 0.7272, -1.7601], [0.3527, -1.2911, -2.0099], [-0.2170, 0.4131, -1.9428], [-0.6797, -1.2748, 0.4649], [-2.8606, 0.3452, -0.7842], [-2.7619, 2.7928, 1.8215], [-1.5864, -2.1329, 2.6057], [-3.0817, 3.2572, 4.0554], [5.8565, 1.0914, -2.6581], [-2.3933, -3.6053, 0.7370], [4.3623, 2.1063, -5.3066], [0.8845, -2.8482, 0.7062], [4.0945, 0.4908, -5.9976], [5.6817, 0.9271, -5.3276], [-4.5059, 2.9566, 1.7791], [-1.4580, 1.2359, -0.1394], [-3.8164, -4.0190, 1.7100], [-3.3559, 1.5400, 4.1451], [4.5192, 2.2586, -2.6390], [-4.7585, 2.6190, 4.0744], [-2.1581, -4.4219, 2.2662], [-1.6827, -1.6856, -0.9103], [-3.1548, -2.3694, 3.3998]],
  "atomic_forces_ev_per_a": [[0.24, -0.33, 0.16], [0.00, 0.26, 0.02], [0.16, -0.09, 0.02], [0.10, 0.08, -0.39], [0.00, 0.08, 0.08], [-0.46, 0.48, 1.26], [0.10, -0.11, 0.06], [0.49, -0.15, 0.01], [-0.05, 0.00, 0.01], [-0.21, -0.30, 0.52], [-0.06, -0.18, -0.14], [0.30, -0.36, -0.27], [-0.04, -0.04, -0.54], [0.03, -0.19, -0.24], [-0.43, 0.13, -0.17], [-0.36, -0.52, -0.12], [0.36, 0.43, -0.15], [-0.04, -0.54, -0.13], [0.01, 0.04, 0.00], [-0.11, -0.15, -0.03], [0.30, 0.43, 0.16], [0.17, 0.01, 0.00], [-0.41, 0.37, 0.12], [0.09, 0.03, 0.01], [-0.01, 0.07, -0.21], [0.08, -0.04, -0.29], [0.00, -0.20, 0.06], [-0.05, 0.20, -0.04], [0.18, -0.17, -0.05], [0.06, 0.25, 0.08], [-0.15, 0.20, 0.14], [0.01, 0.11, -0.05], [-0.08, -0.07, -0.10], [0.09, 0.03, 0.02], [-0.14, 0.12, -0.05], [0.00, 0.00, 0.00], [0.02, 0.09, 0.02], [0.01, -0.01, -0.16], [-0.04, 0.17, 0.01], [-0.08, -0.11, 0.01], [0.04, -0.04, 0.08], [0.10, 0.03, 0.00], [-0.06, 0.06, 0.11], [-0.17, -0.18, 0.12], [-0.08, -0.01, -0.11], [0.08, 0.12, 0.15]]
}